This record from OMol25 describes a structure of composition C29H28BF4MnN15O. The level of theory is the ωB97M-V functional and the def2-TZVPD basis.

Each line ends with the Mulliken charge.
Cartesian coordinates (Å):
Mn -0.608 0.852 0.261  0.93
C -0.511 -2.272 3.145  -1.38
C -1.111 -1.201 2.598  -0.06
N -0.223 -0.469 1.824  0.32
N 0.982 -1.032 1.911  0.45
C 0.876 -2.288 2.606  -0.37
B 2.198 -0.609 0.960  0.32
N 2.181 0.959 0.971  0.54
C 3.223 1.781 1.096  0.09
C 2.797 3.089 0.872  -1.38
C 1.452 2.982 0.595  -0.52
N 1.082 1.683 0.660  0.23
N 1.884 -1.093 -0.450  0.24
C 2.330 -2.316 -1.080  0.41
C 1.946 -2.979 -2.919  -0.85
C 0.154 -1.759 -1.635  -2.34
N 0.609 -0.820 -0.888  -0.22
N 3.456 -1.140 1.521  0.30
C 3.948 -1.015 2.798  -0.27
C 5.257 -1.395 2.777  -1.01
C 5.513 -1.714 1.420  -0.31
N 4.443 -1.558 0.673  -1.10
H -0.925 -3.016 3.807  0.51
H -2.135 -0.878 2.703  0.52
H 1.713 -2.499 3.267  0.43
H 4.202 1.391 1.331  0.49
H 3.396 3.983 0.908  0.52
H 0.735 3.749 0.346  0.53
H 2.994 -2.902 -0.453  0.97
H 1.829 -3.381 -3.919  0.48
H -0.812 -1.670 -2.111  1.60
H 3.341 -0.641 3.610  0.57
H 5.943 -1.441 3.605  0.48
H 6.433 -2.061 0.977  0.52
N -4.257 5.096 2.720  -0.28
C -3.160 4.082 2.952  -0.71
C -2.780 3.318 1.677  -0.93
N -1.715 2.323 1.927  -0.43
H -4.466 5.602 3.589  0.39
H -5.134 4.664 2.413  0.36
H -4.000 5.802 2.023  0.36
H -3.529 3.411 3.727  0.40
H -2.312 4.637 3.353  0.40
H -2.429 4.008 0.908  0.46
H -3.647 2.794 1.272  0.44
H -2.026 1.676 2.649  0.27
H -0.897 2.785 2.322  0.33
F -3.085 -3.490 -4.000  -0.23
C -2.658 -3.727 -2.791  -0.10
C -1.494 -4.361 -2.541  0.37
F -0.692 -4.753 -3.503  -0.30
C -0.992 -4.419 -1.170  0.50
C -2.016 -4.383 -0.118  -0.05
C -3.041 -3.554 -0.341  0.22
F -3.845 -3.137 0.622  -0.33
C -3.204 -2.964 -1.666  0.64
C -3.533 -1.640 -1.800  0.28
C -3.080 -0.782 -0.753  0.35
N -2.430 -0.148 -0.041  -0.13
C -3.753 -0.948 -3.033  -0.14
N -3.880 -0.391 -4.029  -0.31
F -1.729 -4.859 1.073  -0.31
C 0.272 -4.016 -0.871  -0.13
C 0.586 -3.784 0.501  0.87
N 0.921 -3.392 1.529  0.13
C 1.059 -2.984 -1.685  0.62
N 2.866 -2.215 -2.464  -0.89
C 0.342 3.411 -4.286  -0.84
N 0.305 2.596 -3.054  0.18
C 1.530 1.840 -2.778  -0.75
C -0.750 2.605 -2.307  0.00
O -0.951 1.952 -1.220  -0.68
H 0.598 2.762 -5.121  0.34
H 1.102 4.183 -4.179  0.35
H -0.629 3.865 -4.464  0.33
H 1.727 1.176 -3.619  0.42
H 1.428 1.265 -1.867  0.10
H 2.359 2.541 -2.688  0.38
H -1.574 3.228 -2.654  0.39

Force components x, y, z for each atom (eV/Å):
Mn 0.01 -0.10 0.01
C -0.07 -0.01 0.03
C -0.01 0.01 0.01
N 0.01 -0.01 -0.02
N 0.02 0.04 0.02
C 0.10 -0.06 -0.09
B -0.02 -0.03 0.02
N -0.02 -0.01 -0.01
C -0.02 -0.01 -0.01
C 0.01 0.00 0.00
C 0.01 -0.02 -0.01
N 0.00 0.11 0.02
N 0.04 0.04 -0.03
C -0.02 -0.05 -0.01
C 0.02 0.01 0.04
C 0.00 -0.02 -0.01
N 0.00 -0.01 -0.02
N -0.03 -0.01 0.00
C 0.05 -0.01 0.03
C 0.00 0.05 -0.04
C -0.02 -0.09 0.07
N 0.03 0.05 -0.05
H 0.00 0.00 0.01
H 0.00 0.00 0.00
H -0.01 0.01 0.02
H 0.01 0.01 0.00
H 0.00 0.01 0.00
H 0.00 0.01 0.00
H -0.01 0.00 -0.02
H 0.01 0.00 -0.01
H 0.00 0.01 0.00
H -0.01 -0.03 0.01
H 0.00 0.02 0.01
H 0.00 0.00 0.00
N 0.00 0.00 -0.01
C -0.02 0.03 0.02
C -0.01 -0.01 -0.03
N 0.03 -0.01 0.03
H 0.00 0.00 0.00
H 0.01 0.00 0.00
H 0.00 0.00 0.01
H 0.01 -0.01 0.00
H 0.00 -0.01 0.00
H 0.00 0.01 0.01
H 0.00 0.00 0.00
H -0.01 0.01 0.00
H -0.01 0.01 0.00
F 0.00 -0.01 0.01
C -0.01 0.02 0.01
C -0.03 0.02 -0.06
F 0.00 0.00 0.01
C 0.03 0.03 -0.03
C -0.03 -0.03 0.12
C 0.06 -0.02 0.00
F 0.00 0.01 0.01
C 0.00 -0.01 -0.08
C 0.01 0.24 0.02
C 0.11 -0.22 0.20
N -0.09 0.15 -0.14
C -0.04 -0.29 -0.14
N 0.02 0.15 0.06
F -0.02 0.00 -0.01
C -0.09 0.03 0.11
C 0.19 -0.10 -0.07
N -0.14 0.08 0.02
C -0.03 0.01 -0.02
N 0.01 0.00 -0.02
C -0.02 -0.04 0.03
N 0.02 0.08 0.01
C -0.04 0.02 0.01
C -0.02 -0.07 -0.08
O -0.02 0.07 0.08
H 0.00 0.01 -0.02
H 0.01 -0.01 -0.01
H 0.01 0.01 0.00
H 0.01 -0.01 0.01
H 0.02 -0.01 0.00
H 0.01 -0.01 0.00
H 0.01 -0.01 0.00

As for the charge: +4. The value obtained for the total energy is -3592.1964 Ha. Its spin multiplicity is 6. Its frontier orbital gap (spin up / spin down) is 5.1 / 5.2 eV. Its expectation value of S² is 8.812.


This record from OMol25 describes a cluster of 2 separate species, C2H5NO3S in total at a distorted geometry. The level of theory is the ωB97M-V functional and the def2-TZVPD basis.

Each line ends with the Mulliken charge.
Cartesian coordinates (Å):
C -0.921 0.246 -0.715  -0.45
C 0.069 -0.949 -0.837  -0.54
N -0.217 0.293 1.459  0.01
O 1.151 -1.952 1.399  -0.57
O -1.251 0.448 0.730  -0.08
O 1.046 1.743 0.582  -0.61
S 1.128 -0.628 0.777  0.64
H -0.382 1.104 -1.128  0.30
H -1.868 0.007 -1.069  0.40
H -0.466 -1.991 -0.526  0.29
H 0.513 -0.832 -1.802  0.39
H 1.198 2.511 1.130  0.21

Force components x, y, z for each atom (eV/Å):
C 1.58 -1.33 0.48
C -2.62 -0.19 3.40
N 1.00 2.08 -0.03
O -0.52 -0.03 0.35
O 1.09 -0.14 -0.88
O -1.19 -1.23 -0.03
S 0.92 -1.38 -1.83
H -0.81 0.25 0.49
H -1.53 0.02 -1.22
H 1.54 2.37 -1.16
H 0.83 -0.54 -0.27
H -0.27 0.12 0.71

The value obtained for the total energy is -757.6311 Ha. Its frontier orbital gap (spin up / spin down) is 8.0 / 8.0 eV.